No. 1
18 unconnected molecules or ions with the total composition C39H46Cl69N4O2P2S2. Source: the OMol25 dataset; level of theory: wB97M-V/def2-TZVPD.

```
164
Properties=species:S:1:pos:R:3
C 7.8066 -1.2812 0.0068
C 6.3277 -1.4567 0.4000
C 5.7324 -2.8071 0.0034
C 6.0779 -3.2479 -1.4354
C 4.9841 -4.1748 -2.0071
C 4.2390 -3.5763 -3.2303
C 2.7972 -3.1186 -2.8846
C 2.4103 -1.7660 -3.4618
N 2.3353 -0.5741 -2.5335
Cl 3.7946 -0.8179 -1.5211
C 1.2045 -0.5980 -1.4727
S -0.0345 -1.9245 -1.5698
C 0.4631 0.7852 -1.4635
C -0.1057 1.2188 -0.0984
S 0.0749 0.0500 1.2863
C -1.6003 -0.6300 1.4262
C -2.6638 0.4186 1.7790
P -1.1260 0.6325 -2.5002
N -1.7495 2.0155 -2.9053
C 1.6138 1.6614 -2.1008
C 1.0137 3.0068 -2.5458
N 1.8961 4.1371 -2.3649
C 1.3435 5.3811 -2.8402
P 2.6791 2.1985 -0.6318
O 2.8215 1.1382 0.4014
C 2.3376 0.8191 -3.2192
C 3.7749 1.2142 -3.5579
C 4.1303 2.2780 -4.6491
C 4.6849 1.5603 -5.9108
C 3.0923 3.3108 -5.1371
N 1.3572 0.7459 -4.2698
C 1.6860 0.4412 -5.4210
O 2.0230 -0.0219 -6.4374
H 8.3959 -2.1877 0.0897
H 8.2301 -0.5297 0.6679
H 7.8597 -0.8453 -0.9867
H 6.2367 -1.3660 1.4801
H 5.7838 -0.6168 -0.0373
H 6.0624 -3.5626 0.7127
H 4.6459 -2.7467 0.0828
H 7.0304 -3.7661 -1.3547
H 6.2685 -2.3949 -2.0842
H 4.3071 -4.5014 -1.2247
H 5.4916 -5.0703 -2.3587
H 4.7966 -2.6886 -3.5162
H 4.2291 -4.3287 -4.0089
H 2.5616 -3.2838 -1.8420
H 2.1633 -3.8399 -3.3901
H 3.1181 -1.4994 -4.2445
H 1.4563 -1.8347 -3.9756
H 1.6809 -0.8105 -0.5285
H 0.5325 -3.0306 -1.0610
H 0.2777 2.1693 0.2508
H -1.1774 1.3855 -0.1786
H -1.8849 -1.0462 0.4609
H -1.6012 -1.4587 2.1262
H -2.9542 0.9173 0.8551
H -3.5621 -0.0576 2.1603
H -2.2828 1.1828 2.4488
H -2.0455 -0.0117 -1.6515
H -0.8913 -0.1160 -3.6644
H -1.8313 2.1041 -3.9093
H 0.6008 2.9972 -3.5568
H 0.1393 3.1786 -1.9221
H 2.8589 3.9949 -2.6236
H 0.4194 5.5616 -2.2894
H 1.9899 6.2155 -2.5996
H 1.0657 5.3624 -3.8996
H 3.8971 2.7294 -1.1034
H 2.0467 3.2823 -0.0163
H 4.2571 0.2982 -3.8959
H 4.3153 1.4735 -2.6600
H 4.9880 2.8369 -4.2910
H 5.2885 0.6903 -5.6685
H 3.9193 1.3675 -6.6522
H 5.3668 2.2688 -6.3777
H 3.2506 3.4738 -6.2000
H 2.0491 3.0519 -5.0161
H 3.2873 4.2788 -4.6894
C -2.1796 -1.3610 5.2598
Cl -2.8721 0.2632 5.3409
Cl -2.2835 -2.1259 6.8451
Cl -3.0787 -2.3269 4.0773
Cl -0.4843 -1.2493 4.7698
C -1.9553 -0.4877 -7.7619
Cl -3.5904 -0.0212 -7.3242
Cl -1.5287 0.2000 -9.3249
Cl -0.8214 0.1048 -6.5206
Cl -1.8324 -2.2446 -7.8266
C -5.3963 0.4419 -3.0365
Cl -6.4295 1.5252 -3.9582
Cl -4.0550 -0.1208 -4.0528
Cl -4.7707 1.2868 -1.6211
Cl -6.3073 -0.9682 -2.5012
C 2.1225 -4.1693 5.0620
Cl 0.6866 -4.8709 4.3070
Cl 3.4622 -5.3134 4.9630
Cl 2.5586 -2.6770 4.2131
Cl 1.7799 -3.8001 6.7504
C -5.4004 -3.9552 1.2329
Cl -5.2526 -3.0820 -0.2944
Cl -3.7810 -4.2489 1.8904
Cl -6.3052 -2.9767 2.3830
Cl -6.2289 -5.4905 0.9641
C 0.3537 2.3555 5.8513
Cl 0.3142 1.8620 4.1538
Cl 0.4789 0.9244 6.8756
Cl 1.7500 3.4024 6.1265
Cl -1.1274 3.2350 6.2440
C -10.4719 1.1395 -3.2218
Cl -12.1707 1.4900 -2.9053
Cl -9.9954 1.8828 -4.7547
Cl -9.4828 1.7915 -1.9106
Cl -10.2370 -0.6084 -3.3209
C 7.1125 -5.1521 -5.7365
Cl 6.0952 -4.0520 -6.6819
Cl 8.4656 -5.7050 -6.7197
Cl 7.7234 -4.3025 -4.3123
Cl 6.1480 -6.5408 -5.2170
C 1.7631 -6.7165 -0.9602
Cl 0.8300 -5.5975 -1.9748
Cl 3.1248 -7.3423 -1.8895
Cl 2.3506 -5.8433 0.4580
Cl 0.7292 -8.0441 -0.4494
C -9.6720 -1.6658 4.1556
Cl -7.9299 -1.5340 4.4416
Cl -10.3161 -0.0913 3.6898
Cl -9.9587 -2.8268 2.8581
Cl -10.4895 -2.2267 5.6279
C 3.9030 7.2150 0.3929
Cl 3.4176 5.5137 0.2555
Cl 5.4808 7.4312 -0.3684
Cl 2.7100 8.2310 -0.4198
Cl 3.9967 7.6604 2.0935
C 8.1859 0.9288 3.6707
Cl 7.8414 -0.8012 3.5677
Cl 9.7370 1.2645 2.8966
Cl 6.9042 1.8224 2.8412
Cl 8.2503 1.4193 5.3616
C 12.0142 -7.7281 -6.9491
Cl 11.0077 -6.6182 -7.8928
Cl 13.3503 -8.2976 -7.9463
Cl 12.6459 -6.8803 -5.5356
Cl 11.0336 -9.0996 -6.4270
C -8.1728 0.8577 8.4399
Cl -8.7518 2.5193 8.5447
Cl -8.3472 0.0663 10.0051
Cl -9.1121 -0.0272 7.2348
Cl -6.4648 0.8625 7.9358
C -4.4847 2.0410 12.0080
Cl -5.3676 3.4691 12.5545
Cl -5.1834 1.4662 10.4886
Cl -2.7856 2.4588 11.7566
Cl -4.6037 0.7712 13.2310
C -10.7612 6.1591 6.9771
Cl -10.8504 6.1623 8.7423
Cl -10.6116 4.4951 6.4048
Cl -12.2274 6.8820 6.3161
Cl -9.3511 7.0885 6.4577
C -16.5824 6.8503 7.2237
Cl -16.4168 7.7684 5.7221
Cl -14.9780 6.5248 7.8849
Cl -17.5246 7.7876 8.3854
Cl -17.4048 5.3236 6.8917
```

The strongest force on any atom is 2.5 eV/A. Its electronic energy is -955524.0281 eV. The calculation puts the HOMO energy at -10.763 eV. Its total charge is +1.

---

No. 2
A molecular structure, C39H47BBrCl5N8S4Tb. Source: the OMol25 dataset; level of theory: wB97M-V/def2-TZVPD.

```
106
Properties=species:S:1:pos:R:3
Tb -0.5041 -2.3941 2.5303
C -1.6175 -5.0340 -2.4327
C -1.5825 -3.5412 -2.4737
C -2.2139 -2.8401 -3.4532
C -2.1890 -1.4237 -3.4607
N -1.5230 -0.7806 -2.5493
N -0.8933 -1.4662 -1.5767
B -0.1735 -0.4285 -0.7314
N 0.9679 0.3929 -1.4633
N 1.0304 1.1965 -2.5078
C 2.1754 1.8259 -2.6732
C 3.2476 1.6832 -1.7503
C 3.1625 0.8565 -0.6630
C 4.2253 0.6332 0.3600
C 1.9327 0.1886 -0.5796
S 1.2684 -1.0862 0.3965
C 2.3371 2.7222 -3.8894
C 1.0897 2.6890 -4.7684
C 2.5888 4.1595 -3.4104
C 3.5391 2.2324 -4.7099
N -1.1166 0.6160 -0.0458
N -0.7070 1.8796 -0.2202
C -1.3957 2.8639 0.2847
C -2.5881 2.6136 1.0011
C -3.0292 1.3367 1.1673
C -4.3068 1.0190 1.8723
C -2.2189 0.2794 0.6497
S -2.6249 -1.3570 0.9215
C -0.8690 4.2571 -0.0361
C -1.5991 5.3341 0.7647
C 0.6322 4.3148 0.2686
C -1.0943 4.4957 -1.5355
C -0.9173 -2.8109 -1.4308
S -0.2778 -3.6687 -0.1034
C -2.9160 -0.5519 -4.4748
C -3.6066 -1.3901 -5.5490
C -3.9640 0.2753 -3.7188
C -1.8984 0.3874 -5.1297
H -2.0791 -5.4288 -3.3350
H -2.1803 -5.3735 -1.5620
H -0.6119 -5.4409 -2.3296
H -2.7493 -3.3739 -4.2250
H 4.1584 2.2424 -1.9200
H 5.1284 1.1893 0.1203
H 4.4676 -0.4286 0.4292
H 3.8703 0.9405 1.3451
H 0.2032 3.0090 -4.2230
H 0.9028 1.6867 -5.1520
H 1.2352 3.3605 -5.6145
H 1.7333 4.5402 -2.8530
H 2.7505 4.8070 -4.2720
H 3.4708 4.2316 -2.7726
H 3.3917 1.2045 -5.0436
H 4.4724 2.2808 -4.1485
H 3.6553 2.8609 -5.5925
H -3.1651 3.4352 1.4017
H -4.8254 1.9327 2.1554
H -4.1192 0.4227 2.7659
H -4.9527 0.4177 1.2316
H -1.5012 5.1756 1.8391
H -2.6591 5.3816 0.5112
H -1.1666 6.3071 0.5323
H 0.8294 4.1278 1.3236
H 1.0167 5.3034 0.0144
H 1.1731 3.5701 -0.3165
H -2.1584 4.5112 -1.7785
H -0.6208 3.7066 -2.1199
H -0.6675 5.4570 -1.8261
H -4.3760 -2.0389 -5.1280
H -2.8948 -2.0035 -6.1037
H -4.0931 -0.7255 -6.2625
H -4.6963 -0.3696 -3.2303
H -4.4938 0.9255 -4.4151
H -3.4873 0.8942 -2.9585
H -1.1588 -0.1766 -5.7014
H -1.3761 0.9736 -4.3754
H -2.4103 1.0653 -5.8134
Cl -2.7522 -1.9796 4.4237
C -2.0564 -0.3622 4.3429
C -0.8440 -0.2632 3.6819
C -0.3017 1.0163 3.6748
Cl 1.2672 1.2718 2.9556
C -0.9404 2.1209 4.2406
Cl -0.2205 3.6848 4.2105
C -2.1862 1.9596 4.8487
Cl -3.0139 3.3100 5.5110
C -2.7549 0.6903 4.9198
Cl -4.2777 0.4469 5.6775
Br -0.9154 -4.9444 3.2567
C 1.4333 -6.7771 5.7877
C 2.4323 -5.7196 5.4657
C 3.6758 -5.6038 6.0241
C 4.4960 -4.5471 5.5938
N 4.1002 -3.6593 4.6924
C 2.8834 -3.7725 4.1634
S 2.3397 -2.6429 3.0017
N 2.0806 -4.8032 4.5406
C 5.8659 -4.3574 6.1550
H 1.8097 -7.4321 6.5678
H 1.2115 -7.3709 4.9004
H 0.4979 -6.3228 6.1166
H 4.0120 -6.3089 6.7678
H 1.1480 -4.8554 4.1172
H 6.2051 -5.2325 6.7035
H 5.8559 -3.5005 6.8306
H 6.5617 -4.1253 5.3514
```

As for the spin multiplicity: 7. The strongest force on any atom is 0.5 eV/A. Its electronic energy is -252235.5223 eV. The calculation puts the HOMO energy (alpha / beta) at -10.505 / -10.515 eV. Its total charge is +1.

---

No. 3
A molecular structure, C39H47BI2N4OOs. Source: the OMol25 dataset; level of theory: wB97M-V/def2-TZVPD.

```
95
Properties=species:S:1:pos:R:3
Os 1.4815 0.0216 -0.0996
I 5.3987 -5.3787 3.6215
C 4.1586 -3.8748 2.9162
C 3.3653 -3.1551 3.7984
C 2.5402 -2.1531 3.3163
I 1.4104 -1.0272 4.6499
C 2.4818 -1.8658 1.9503
O 1.6144 -0.8892 1.5606
C 3.3030 -2.5758 1.0616
C 3.3140 -2.3675 -0.4347
N 3.3261 -0.9303 -0.8186
C 3.3808 -0.7151 -2.2830
C 2.9143 0.6751 -2.6049
C 3.4405 1.3993 -3.6518
C 2.9702 2.6818 -3.8957
C 1.9888 3.2057 -3.0704
C 1.4986 2.4267 -2.0448
N 1.9368 1.1786 -1.8120
C 4.1321 -3.5735 1.5645
H 3.3948 -3.3659 4.8589
H 2.4366 -2.8092 -0.9176
H 4.1933 -2.8592 -0.8527
H 4.1378 -0.4974 -0.3798
H 2.7070 -1.4419 -2.7429
H 4.3788 -0.8875 -2.6822
H 4.2221 0.9661 -4.2628
H 3.3782 3.2676 -4.7104
H 1.6044 4.2071 -3.2110
H 0.7391 2.7922 -1.3728
H 4.7685 -4.1249 0.8823
C -0.4614 4.5706 1.1775
C 0.0954 3.1484 1.2854
C 1.6262 3.1431 1.2551
C -0.4192 2.4334 2.5232
C -0.1445 2.9907 3.7637
C -0.6578 2.4342 4.9221
C -1.4196 1.2845 4.8423
C -1.6884 0.6487 3.6288
C -2.4330 -0.6849 3.7501
C -3.9451 -0.5001 3.9280
C -2.1105 -1.7557 2.7077
C -1.1899 1.2624 2.4751
N -1.5141 0.7155 1.1701
B -0.6304 0.2078 0.0762
N -1.6039 -0.2502 -0.9323
C -2.8428 -0.0559 -0.4819
C -2.7808 0.5471 0.7959
C -1.1991 -0.6958 -2.2511
C -1.2732 0.2044 -3.3274
C -0.6161 -0.1662 -4.5016
C 0.0555 -1.3708 -4.6143
C 0.0044 -2.2824 -3.5725
C -0.6427 -1.9816 -2.3745
C -0.8607 -3.1263 -1.3864
C -2.3530 -3.3815 -1.1321
C -0.0924 -3.0390 -0.0721
C -2.1406 1.4657 -3.4028
C -3.6393 1.1078 -3.4754
C -1.9008 2.5902 -2.3920
H -0.0767 5.0707 0.2837
H -0.1729 5.1754 2.0387
H -1.5521 4.5655 1.1257
H -0.2574 2.6037 0.4120
H 2.0391 3.7234 2.0820
H 2.0129 3.5821 0.3312
H 2.0326 2.1265 1.3731
H 0.4496 3.8948 3.8224
H -0.4579 2.8907 5.8838
H -1.7964 0.8304 5.7535
H -2.0647 -1.0884 4.6947
H -4.4327 -0.1934 2.9985
H -4.1741 0.2479 4.6872
H -4.4036 -1.4425 4.2332
H -2.7282 -1.6780 1.8073
H -2.3080 -2.7414 3.1308
H -1.0566 -1.7272 2.4238
H -3.7283 -0.3158 -1.0413
H -3.6112 0.8616 1.4107
H -0.6566 0.5037 -5.3533
H 0.5623 -1.6257 -5.5377
H 0.4324 -3.2715 -3.7004
H -0.4867 -4.0086 -1.9091
H -2.7744 -2.6685 -0.4190
H -2.4883 -4.3751 -0.7011
H -2.9323 -3.3380 -2.0568
H -0.4102 -2.1928 0.5342
H 0.9871 -2.9577 -0.2341
H -0.2620 -3.9402 0.5212
H -1.8864 1.8989 -4.3703
H -4.1190 1.1751 -2.4960
H -3.8051 0.1080 -3.8786
H -4.1611 1.8149 -4.1213
H -1.9990 2.2832 -1.3493
H -2.6344 3.3816 -2.5609
H -0.9185 3.0334 -2.5356
```

As for the spin multiplicity: 5. The strongest force on any atom is 1.0 eV/A. Its electronic energy is -68545.3965 eV. The calculation puts the HOMO energy (alpha / beta) at -12.808 / -12.891 eV. Its total charge is +2.

---

No. 4
4 unconnected molecules or ions with the total composition C39H47F30IN2O4P. Source: the OMol25 dataset; level of theory: wB97M-V/def2-TZVPD.

```
124
Properties=species:S:1:pos:R:3
C -3.4023 3.4428 1.9009
C -2.2655 2.9011 0.9128
C -2.5525 1.4346 0.2508
I -4.6851 1.1105 0.3077
C -1.5822 0.2712 0.7742
C -1.1549 0.3825 2.3266
C -2.3439 0.4667 3.3776
C -3.6493 -0.3807 3.3777
C -4.7844 -0.2448 4.4516
C -4.6506 0.7533 5.6246
C -3.3444 1.5897 5.6886
C -2.2194 1.4625 4.5958
C -0.9414 2.4047 4.8485
C -2.0350 -1.2462 0.5257
C -1.1134 -2.1611 -0.3934
F -1.9700 -3.2751 -0.8086
C 0.1811 -2.8262 0.2256
C 0.2330 -3.0687 1.7996
C 1.1476 -4.4038 2.0219
C 1.8185 -4.4820 3.4671
F 1.4969 -3.4142 4.3419
F 1.3068 -5.6829 4.0924
C 3.4236 -4.6851 3.4302
F 4.0120 -4.2875 4.6661
F 4.0697 -3.9332 2.4215
F 3.7422 -6.0564 3.1744
N -0.7266 -1.4919 -1.6722
C -0.2212 -0.0912 -1.5524
P 1.4514 -0.0374 -2.4596
O 2.3629 -1.2441 -2.1373
C -0.1790 0.5206 -0.0620
N 1.0460 0.1916 0.7163
C 1.9366 1.1673 0.7893
C 1.7277 2.5901 1.5345
C 3.4237 0.9717 0.1617
H -3.7503 2.7135 2.7046
H -4.3056 3.9248 1.3661
H -2.9227 4.3275 2.4802
H -2.2034 3.6666 0.0451
H -1.2510 2.9649 1.4408
H -2.2858 1.5789 -0.8686
H -0.5380 -0.5539 2.6166
H -0.4777 1.2800 2.5011
H -3.8539 -1.1291 2.5483
H -5.7477 -0.8733 4.3863
H -5.4511 0.8979 6.4190
H -3.2115 2.3112 6.5596
H -0.9767 3.3959 4.2825
H -0.7601 2.5473 5.9811
H -0.0088 1.8251 4.4787
H -2.1215 -1.7495 1.5634
H -3.0996 -1.3747 0.0824
H 1.1602 -2.2788 -0.0652
H 0.2894 -3.8704 -0.2690
H -0.7720 -3.3035 2.2817
H 0.8082 -2.2080 2.2749
H 0.5167 -5.3524 1.8454
H 1.9559 -4.4145 1.1981
H -1.5801 -1.4840 -2.2756
H -0.0566 -2.1343 -2.1627
H -0.9268 0.5703 -2.1906
H 1.1337 -0.1331 -3.8672
H 2.0589 1.2416 -2.2381
H -0.1359 1.6679 -0.2415
H 2.7208 3.1645 1.5677
H 0.9089 3.1840 0.9957
H 1.4390 2.3477 2.6121
H 3.5050 1.7290 -0.7063
H 4.2035 1.2919 0.9480
H 3.6061 -0.0963 -0.2037
C 5.4584 -0.6619 -7.8708
C 3.9920 -0.4284 -8.2910
C 3.4421 0.9770 -8.0456
F 3.4358 1.3099 -6.7390
F 2.1523 1.0579 -8.4635
F 3.2090 -1.3669 -7.7039
F 3.9220 -0.6699 -9.6329
O 5.6730 -1.2948 -6.6030
C 5.6923 -0.4634 -5.4617
C 4.5652 -0.7931 -4.4793
F 3.3459 -0.6407 -5.0521
F 4.5973 0.0382 -3.4057
F 5.6984 0.8301 -5.8402
F 6.8858 -0.6813 -4.8640
H 5.8689 -1.3741 -8.5929
H 6.0744 0.2336 -7.9888
H 4.0165 1.7282 -8.5946
H 4.6429 -1.8233 -4.1213
C 5.2327 -5.7747 -0.3320
C 6.5878 -6.1931 -0.9397
C 7.5451 -5.0522 -1.2857
F 7.0417 -4.2197 -2.2187
F 8.6986 -5.5462 -1.8005
F 6.3632 -6.9840 -2.0163
F 7.2067 -6.9856 -0.0165
O 4.1128 -5.7180 -1.2283
C 3.9252 -4.5214 -1.9532
C 4.0396 -4.7284 -3.4680
F 5.2535 -5.2024 -3.8138
F 3.8765 -3.5525 -4.1315
F 4.7589 -3.5725 -1.4889
F 2.6724 -4.0976 -1.6501
H 4.9631 -6.5645 0.3757
H 5.3104 -4.8727 0.2807
H 7.8016 -4.4676 -0.3977
H 3.2873 -5.4360 -3.8244
C -8.4373 5.7117 3.6121
C -7.0955 5.3337 2.9506
C -6.1989 6.5086 2.5541
F -6.7741 7.3100 1.6395
F -5.0440 6.0595 1.9902
F -7.3379 4.5229 1.8916
F -6.4078 4.5723 3.8541
O -9.5943 5.7196 2.7670
C -9.8547 6.9031 2.0393
C -9.7993 6.6843 0.5240
F -8.5824 6.2467 0.1299
F -10.0308 7.8428 -0.1385
F -9.0337 7.8845 2.4589
F -11.1030 7.2867 2.3915
H -8.6481 4.9209 4.3383
H -8.3650 6.6227 4.2120
H -5.9282 7.1112 3.4256
H -10.5420 5.9480 0.2080
```

The strongest force on any atom is 4.6 eV/A. Its electronic energy is -151274.4086 eV. The calculation puts the HOMO energy at -10.600 eV. Its total charge is +1.